ORCA calculation (ωB97M-V/def2-TZVPD) on a 6-piece molecular cluster, C31H26BBrO11P overall.

Geometry as XYZ:
```
71
Properties=species:S:1:pos:R:3:forces:R:3
C 4.465 -1.615 0.071 0.103 0.143 0.026
B 3.613 -0.686 1.121 0.586 -0.346 -0.209
P 1.707 -0.595 0.832 -0.007 0.741 0.453
O 1.576 -0.071 -0.761 0.064 0.290 -0.122
Br 1.002 -2.755 0.501 0.429 0.380 -0.328
H 4.800 -2.553 0.533 -0.165 0.023 -0.183
H 5.383 -1.107 -0.258 -0.197 -0.072 0.113
H 3.905 -1.852 -0.845 0.052 -0.062 0.137
H 3.798 -0.982 2.297 -0.152 0.035 -0.024
H 3.915 0.505 0.971 -0.369 0.065 0.066
H 1.782 0.887 -0.734 -0.174 -0.655 -0.006
C -1.591 4.378 -0.513 0.014 0.134 -0.068
C -0.648 3.461 -0.325 -0.047 0.307 -0.049
C 0.742 3.683 -0.772 -0.288 -0.330 0.203
O 1.546 2.796 -0.587 0.595 0.430 -0.303
C 1.077 4.971 -1.428 0.048 -0.025 0.012
C 0.136 5.894 -1.614 -0.027 -0.099 0.045
C -1.272 5.669 -1.173 -0.056 -0.038 0.034
O -2.122 6.519 -1.351 0.085 -0.007 -0.021
H -2.616 4.230 -0.197 0.004 0.008 -0.011
H -0.834 2.517 0.156 -0.021 -0.113 0.050
H 2.105 5.103 -1.741 0.003 0.003 0.002
H 0.339 6.844 -2.092 -0.035 0.006 0.005
C -3.534 -0.689 0.851 0.032 -0.197 -0.032
C -3.985 -1.793 0.258 0.055 0.493 -0.400
C -3.988 -1.900 -1.234 0.079 0.087 0.113
O -4.391 -2.882 -1.821 0.004 0.032 0.046
C -3.463 -0.738 -2.006 -0.011 0.015 0.060
C -3.012 0.354 -1.399 -0.020 0.046 -0.023
C -3.018 0.457 0.078 0.175 -0.086 0.054
O -2.597 1.450 0.640 -0.282 0.027 0.053
H -3.517 -0.577 1.926 -0.002 -0.012 -0.022
H -4.361 -2.629 0.817 -0.207 -0.131 -0.039
H -3.469 -0.843 -3.083 0.002 -0.051 0.009
H -2.621 1.205 -1.941 0.026 -0.003 0.020
C 7.833 -1.506 -3.279 0.010 0.016 0.018
C 8.244 -0.689 -4.244 0.015 0.007 0.017
C 8.855 0.628 -3.932 -0.006 0.024 -0.019
O 9.231 1.373 -4.814 0.005 -0.031 0.026
C 8.988 1.000 -2.501 0.004 -0.019 -0.009
C 8.578 0.185 -1.533 -0.005 -0.017 -0.023
C 7.972 -1.138 -1.843 -0.108 0.016 0.036
O 7.601 -1.880 -0.965 0.265 -0.071 -0.066
H 7.380 -2.468 -3.480 -0.023 0.005 0.034
H 8.154 -0.935 -5.294 0.002 0.030 -0.004
H 9.433 1.966 -2.300 -0.008 0.007 -0.028
H 8.660 0.435 -0.483 -0.038 -0.022 0.006
C -1.194 -4.957 0.658 -0.164 -0.343 0.063
C -2.422 -4.491 0.883 -0.083 -0.357 -0.188
C -3.618 -5.118 0.252 0.121 0.159 0.079
O -4.743 -4.701 0.447 0.069 -0.307 0.234
C -3.391 -6.282 -0.638 0.028 -0.031 -0.028
C -2.168 -6.749 -0.864 0.005 -0.005 -0.022
C -0.971 -6.127 -0.235 -0.016 0.096 0.025
O 0.138 -6.566 -0.444 -0.066 -0.055 0.018
H -0.309 -4.515 1.103 -0.315 -0.287 0.035
H -2.600 -3.648 1.531 0.054 0.041 0.100
H -4.275 -6.718 -1.085 -0.024 0.029 0.000
H -1.978 -7.597 -1.511 0.027 0.003 -0.008
C -6.634 2.172 4.110 0.009 0.004 0.002
C -6.514 3.291 4.817 0.023 0.003 -0.006
C -5.223 4.028 4.881 0.024 0.024 0.004
O -5.119 5.047 5.531 -0.014 -0.041 -0.022
C -4.075 3.468 4.124 -0.061 0.005 0.019
C -4.193 2.348 3.415 0.013 -0.018 0.023
C -5.483 1.613 3.354 0.022 -0.033 -0.059
O -5.599 0.591 2.708 -0.061 0.122 0.117
H -7.562 1.617 4.047 0.015 -0.020 -0.020
H -7.336 3.719 5.376 0.021 0.023 0.009
H -3.147 4.022 4.183 -0.008 0.008 0.015
H -3.370 1.927 2.849 -0.026 -0.001 -0.042
```
Positions in Å, forces in eV/Å.

## Properties
Multiplicity: 1
Energy relative to the best compared isomer or geometry (same formula, charge and spin) (kJ/mol): 0.0
Highest occupied orbital energy (eV): -3.69
Kohn-Sham gap (eV): 3.6
Total charge: -1
E_tot (eV): -135095.18515